(1)
{"formula": "C21H27NO2P2Pm", "method": "ωB97M-V/def2-TZVPD", "energy_ev": -62928.0908, "multiplicity": 5, "homo_energy_ev": [-10.438, -10.416], "orbital_gap_ev": [7.372, 7.448], "charge": 1, "species": ["C", "C", "C", "C", "C", "C", "C", "C", "C", "C", "C", "C", "C", "H", "H", "H", "H", "H", "H", "H", "N", "Pm", "C", "H", "H", "C", "H", "H", "P", "P", "C", "H", "H", "H", "C", "H", "H", "H", "C", "H", "H", "H", "C", "H", "H", "H", "C", "O", "H", "C", "O", "H", "H", "H"], "coordinates": [[-1.142536, 3.385117, -1.052434], [-1.050639, 2.001446, -0.928812], [0.247495, 1.424527, -0.942041], [1.374641, 2.188813, -1.236128], [1.262957, 3.575918, -1.299657], [0.005215, 4.171758, -1.199054], [2.717339, 1.475989, -1.287153], [2.585104, -0.006653, -1.612393], [1.402454, -0.647013, -1.250309], [1.237970, -2.049597, -1.449819], [2.339243, -2.774908, -1.896255], [3.554150, -2.141377, -2.177233], [3.676650, -0.755960, -2.048102], [-2.130437, 3.852465, -1.039282], [2.169859, 4.174764, -1.426297], [-0.088307, 5.256661, -1.249995], [3.337186, 1.952411, -2.055287], [2.242957, -3.856511, -2.025517], [4.409656, -2.731473, -2.501105], [4.614270, -0.240991, -2.263806], [0.435266, 0.088685, -0.530402], [0.289310, -0.313905, 1.552863], [-2.270563, 1.118755, -0.765681], [-2.215955, 0.245107, -1.434780], [-3.188216, 1.684705, -0.974994], [-0.082239, -2.725009, -1.129887], [-0.927460, -2.108420, -1.470524], [-0.142900, -3.714938, -1.601742], [-2.439774, 0.429082, 0.957853], [-0.324433, -2.997144, 0.709663], [0.826212, -4.384543, 0.990442], [0.853987, -4.573185, 2.071684], [0.487403, -5.290527, 0.470441], [1.836457, -4.119534, 0.658815], [-1.923114, -3.875926, 0.725260], [-1.886807, -4.763210, 0.078579], [-2.122237, -4.186409, 1.758555], [-2.729152, -3.205363, 0.401340], [-2.957654, 1.952909, 1.824046], [-4.052694, 1.997771, 1.855088], [-2.555410, 1.907349, 2.842600], [-2.559113, 2.852572, 1.339766], [-4.027199, -0.458386, 0.836373], [-4.120428, -1.097489, 1.725110], [-4.857048, 0.261528, 0.818778], [-4.057198, -1.093499, -0.059088], [3.343769, 1.599645, 0.031971], [2.963567, 1.111204, 1.082127], [4.198200, 2.222731, -0.261208], [0.291534, 2.679496, 3.313381], [0.166051, 1.466592, 2.607927], [-0.614799, 3.290984, 3.187643], [1.156206, 3.246711, 2.939473], [0.441226, 2.496267, 4.389210]], "forces_ev_per_a": [[0.114, 0.077, -0.079], [0.644, -0.313, 0.060], [-0.362, 0.266, 0.229], [-0.319, 0.263, 0.211], [-0.110, -0.046, -0.291], [-0.006, 0.055, 0.005], [-1.810, -1.043, -1.510], [0.204, -0.211, 0.075], [-0.068, -0.620, 0.499], [0.052, 0.696, 0.312], [0.211, 0.034, -0.120], [0.020, 0.050, -0.031], [-0.337, -0.096, -0.179], [0.317, -0.067, -0.009], [-0.385, -0.071, -0.055], [0.032, -0.306, -0.003], [0.051, -0.023, 0.297], [0.082, 0.334, -0.023], [-0.214, 0.127, 0.054], [-0.172, -0.263, -0.033], [-0.782, -0.090, -2.175], [1.301, 1.282, 1.738], [0.114, -0.210, 0.177], [-0.001, 0.323, 0.052], [0.197, -0.131, -0.069], [0.020, 0.133, 0.366], [0.225, -0.146, 0.015], [0.019, 0.235, 0.004], [-0.579, 0.884, -0.885], [-0.159, -1.267, -1.275], [0.126, -0.039, 0.397], [0.098, -0.157, -0.263], [0.114, 0.241, 0.095], [-0.173, -0.053, 0.064], [-0.184, 0.101, 0.258], [-0.025, 0.263, 0.149], [-0.098, -0.024, -0.246], [0.157, -0.206, 0.073], [0.097, -0.044, 0.649], [0.269, 0.125, 0.022], [-0.244, 0.212, -0.140], [0.006, -0.291, 0.076], [-0.099, -0.386, 0.186], [-0.198, 0.115, -0.252], [0.203, -0.314, -0.110], [-0.017, 0.145, 0.228], [0.209, 0.033, 0.186], [0.525, 0.436, -0.803], [1.001, 0.299, 2.212], [-0.011, -0.034, 0.038], [-0.011, -0.171, -0.010], [0.231, -0.074, 0.040], [-0.210, -0.083, 0.063], [-0.065, 0.046, -0.267]], "mulliken_charge": [-0.57, -0.23, 1.15, -0.32, -0.77, -1.10, 0.25, -0.29, 0.69, -0.23, -0.56, -1.02, -0.78, 0.49, 0.47, 0.38, 1.04, 0.47, 0.39, 0.47, 0.04, 0.91, -1.24, 0.42, 0.56, -0.95, 0.33, 0.64, 1.04, 0.62, -1.20, 0.39, 0.37, 0.37, -1.16, 0.41, 0.39, 0.24, -1.23, 0.45, 0.26, 0.29, -1.34, 0.39, 0.48, 0.35, -0.24, -0.46, 0.41, -0.76, -0.47, 0.23, 0.22, 0.30]}

(2)
{"formula": "C21H27NO3", "method": "ωB97M-V/def2-TZVPD", "energy_ev": -29847.6495, "multiplicity": 1, "homo_energy_ev": -8.957, "orbital_gap_ev": 9.414, "species": ["C", "C", "C", "N", "C", "C", "O", "C", "O", "C", "C", "C", "C", "C", "C", "C", "O", "C", "C", "C", "C", "C", "C", "C", "C", "H", "H", "H", "H", "H", "H", "H", "H", "H", "H", "H", "H", "H", "H", "H", "H", "H", "H", "H", "H", "H", "H", "H", "H", "H", "H", "H"], "coordinates": [[3.348852, 1.259781, 1.058456], [2.790658, 2.503984, 1.738291], [1.910274, 3.372403, 0.827474], [0.598677, 2.846620, 0.500142], [0.495964, 1.871947, -0.574288], [-0.815537, 2.146165, -1.338384], [-0.929790, 3.515214, -1.606896], [-2.041086, 1.661410, -0.539256], [-2.059627, 0.249737, -0.573851], [-3.070443, -0.419877, 0.041258], [-4.009646, 0.216066, 0.851641], [-5.013652, -0.496249, 1.480666], [-5.116444, -1.864701, 1.302954], [-4.211139, -2.499173, 0.479374], [-3.177299, -1.811474, -0.158500], [-2.325796, -2.639870, -1.054996], [-2.754972, -3.684209, -1.498618], [-0.919450, -2.191035, -1.369590], [-0.067640, -2.146740, -0.097032], [1.406089, -1.976303, -0.359810], [2.322386, -2.503010, 0.544731], [3.683352, -2.356160, 0.348223], [4.154809, -1.678112, -0.762655], [3.253652, -1.147046, -1.668017], [1.891501, -1.293438, -1.468317], [2.560485, 0.564150, 0.786617], [4.034108, 0.742068, 1.725769], [3.892433, 1.528352, 0.155556], [3.621609, 3.122456, 2.084869], [2.210746, 2.211406, 2.618077], [2.435406, 3.575686, -0.108922], [1.741606, 4.331423, 1.332262], [0.147908, 2.508047, 1.342903], [0.507492, 0.828855, -0.241329], [1.331076, 2.024715, -1.260444], [-0.810328, 1.622187, -2.300338], [-0.528583, 3.965040, -0.843626], [-1.972142, 2.032312, 0.491313], [-2.946001, 2.072335, -1.004244], [-3.962979, 1.283161, 0.998493], [-5.718638, 0.027955, 2.108649], [-5.898596, -2.424740, 1.790997], [-4.281037, -3.561640, 0.299353], [-0.958735, -1.207108, -1.834360], [-0.491459, -2.910472, -2.071211], [-0.416788, -1.327724, 0.539241], [-0.215675, -3.074467, 0.462452], [1.962035, -3.037928, 1.412464], [4.377101, -2.776752, 1.061446], [5.216911, -1.566640, -0.921949], [3.611107, -0.616883, -2.538839], [1.207242, -0.871727, -2.188199]], "forces_ev_per_a": [[-0.088, 0.160, 0.202], [-0.058, 0.022, -0.373], [0.226, 0.153, 0.485], [-0.195, -0.173, 0.155], [-0.387, -0.015, -0.282], [-0.005, -0.470, 0.241], [-0.160, 0.270, -0.086], [0.130, 0.589, -0.258], [-0.028, -0.255, 0.004], [-0.141, -0.295, 0.097], [0.178, 0.285, -0.055], [0.026, -0.116, -0.050], [-0.079, 0.031, 0.069], [0.117, 0.073, -0.035], [-0.382, 0.198, 0.225], [0.343, 0.027, -0.387], [0.046, 0.013, 0.070], [0.117, -0.212, -0.033], [-0.095, 0.062, -0.094], [-0.018, -0.028, 0.087], [-0.010, 0.024, -0.008], [0.056, -0.026, 0.061], [0.080, 0.019, -0.029], [0.073, 0.047, -0.067], [-0.031, -0.033, 0.036], [-0.054, -0.150, -0.084], [0.070, -0.115, -0.004], [0.081, -0.017, -0.130], [-0.016, 0.043, 0.092], [-0.001, 0.083, 0.085], [-0.002, 0.072, 0.006], [0.146, -0.023, -0.119], [0.019, 0.045, -0.069], [0.095, 0.031, -0.012], [0.015, -0.057, 0.030], [0.021, -0.036, 0.094], [0.009, -0.121, 0.039], [-0.073, -0.026, -0.033], [0.084, -0.056, 0.103], [0.035, 0.084, -0.016], [-0.051, 0.055, 0.047], [-0.067, -0.058, 0.041], [0.007, -0.051, -0.031], [0.050, -0.063, -0.043], [-0.105, 0.036, 0.012], [-0.020, -0.050, 0.052], [0.007, 0.044, 0.031], [-0.051, -0.066, 0.074], [0.060, -0.036, 0.058], [0.091, 0.012, -0.017], [0.035, 0.046, -0.076], [-0.101, 0.026, -0.103]], "mulliken_charge": [-0.71, -0.51, -0.94, -0.26, -0.37, 0.00, -0.65, -1.31, -0.06, 1.02, -0.82, -0.61, -0.75, -0.81, 0.47, -0.06, -0.61, -0.11, -0.42, 0.36, -0.38, -0.65, -0.50, -0.74, -0.13, -0.08, 0.44, 0.32, 0.35, 0.29, 0.40, 0.37, 0.20, -0.05, 0.54, 0.38, 0.40, 0.48, 0.54, 0.41, 0.40, 0.40, 0.48, -0.06, 0.68, 0.20, 0.58, 0.40, 0.40, 0.40, 0.40, 0.28]}

| no. | molar mass (g/mol) |
| --- | --- |
| 1 | 532.400 |
| 2 | 341.451 |